Molecular formula: C51H126B6F24N9O9
Method: DFT, the ωB97M-V functional and the def2-TZVPD basis

LUMO level: -9.23 eV
strongest force on any atom: 10.2 eV Å⁻¹
HOMO level: -0.5277 hartree
Kohn-Sham gap: 5.13 eV
total charge: +3

Last column: Mulliken charge in e.
Atoms and positions in Å:
1 C -9.349 -18.196 5.378  -1.50
2 C -9.271 -18.951 6.729  0.22
3 C -10.609 -19.378 7.361  -0.40
4 O -10.360 -20.347 8.368  -0.39
5 C -11.593 -20.917 8.803  -0.58
6 N -8.216 -20.073 6.611  -0.27
7 H -8.006 -20.663 7.404  0.32
8 H -8.369 -20.727 5.857  0.35
9 H -7.336 -19.670 6.324  0.40
10 H -8.365 -17.869 5.042  0.44
11 H -10.011 -17.351 5.566  0.39
12 H -9.892 -18.719 4.591  0.41
13 H -8.725 -18.232 7.339  0.24
14 H -11.210 -19.826 6.570  0.36
15 H -11.102 -18.459 7.681  0.24
16 H -11.953 -21.602 8.036  0.37
17 H -12.365 -20.200 9.081  0.20
18 H -11.387 -21.585 9.640  0.17
19 C -20.799 -25.167 13.377  -0.83
20 C -20.893 -25.655 14.813  -0.05
21 C -19.557 -25.581 15.548  -0.76
22 O -19.303 -24.228 15.835  0.16
23 C -19.086 -23.774 17.128  -0.39
24 N -21.936 -24.752 15.484  -0.08
25 H -22.879 -24.693 15.127  0.41
26 H -22.065 -25.099 16.423  0.42
27 H -21.591 -23.803 15.513  0.07
28 H -20.327 -24.191 13.262  -0.15
29 H -21.706 -25.050 12.785  0.40
30 H -20.114 -25.798 12.810  0.39
31 H -21.378 -26.631 14.805  0.49
32 H -18.772 -26.011 14.926  0.35
33 H -19.577 -26.145 16.481  0.41
34 H -18.310 -24.437 17.511  0.52
35 H -20.022 -23.632 17.667  0.25
36 H -18.667 -22.768 17.173  -0.53
37 C -19.127 -16.844 12.442  -1.11
38 C -17.713 -17.056 11.834  1.74
39 C -17.681 -16.954 10.293  -1.13
40 O -17.957 -18.217 9.707  0.39
41 C -18.042 -18.249 8.275  -0.95
42 N -16.854 -15.978 12.428  0.28
43 H -17.288 -15.129 12.093  0.43
44 H -17.107 -15.951 13.406  0.13
45 H -15.878 -16.109 12.206  0.17
46 H -19.696 -17.771 12.377  -0.16
47 H -19.656 -16.070 11.885  0.57
48 H -19.201 -16.653 13.512  0.21
49 H -17.366 -18.007 12.239  -1.04
50 H -16.701 -16.628 9.943  0.31
51 H -18.363 -16.170 9.962  0.46
52 H -17.117 -17.913 7.805  0.34
53 H -18.804 -17.532 7.971  0.39
54 H -18.186 -19.282 7.958  0.08
55 C -13.325 -22.346 12.625  0.21
56 C -13.135 -23.735 13.067  0.83
57 C -12.690 -24.790 12.006  -0.61
58 O -11.478 -24.358 11.335  -0.31
59 C -11.036 -25.240 10.406  -0.88
60 N -12.294 -23.784 14.411  0.19
61 H -12.768 -23.208 15.092  0.02
62 H -12.273 -24.736 14.748  0.48
63 H -11.351 -23.473 14.223  0.42
64 H -12.389 -21.991 12.193  0.61
65 H -13.479 -21.596 13.400  -0.59
66 H -14.250 -22.440 12.057  -0.46
67 H -14.058 -24.184 13.434  -0.42
68 H -13.387 -25.005 11.196  -0.10
69 H -12.465 -25.751 12.469  0.62
70 H -10.233 -24.779 9.831  0.28
71 H -11.807 -25.607 9.729  0.35
72 H -10.464 -26.128 10.672  0.33
73 C -16.461 -24.665 7.857  -1.23
74 C -17.652 -25.700 7.883  0.47
75 C -17.188 -27.122 7.767  -0.92
76 O -18.317 -27.900 7.898  -0.35
77 C -18.217 -29.372 7.874  -0.80
78 N -18.460 -25.502 9.140  0.32
79 H -18.829 -24.565 9.053  -0.02
80 H -19.224 -26.162 9.108  0.45
81 H -17.956 -25.548 10.014  -0.15
82 H -15.709 -24.871 7.095  0.56
83 H -15.844 -24.733 8.753  0.12
84 H -16.885 -23.670 7.723  0.21
85 H -18.253 -25.384 7.030  0.47
86 H -16.420 -27.267 8.527  0.36
87 H -16.740 -27.215 6.778  0.47
88 H -17.747 -29.773 8.772  0.32
89 H -17.555 -29.778 7.109  0.32
90 H -19.212 -29.816 7.870  0.27
91 C -17.879 -20.556 14.073  0.24
92 C -17.996 -21.768 13.191  1.68
93 C -17.506 -21.588 11.741  -0.36
94 O -16.220 -20.935 11.612  1.26
95 C -15.705 -20.863 10.286  -0.15
96 N -17.299 -22.935 13.836  2.50
97 H -16.350 -22.985 13.494  -0.51
98 H -17.240 -22.941 14.844  -0.63
99 H -17.728 -23.823 13.618  -0.59
100 H -18.151 -20.721 15.115  -0.03
101 H -18.416 -19.691 13.685  0.06
102 H -16.817 -20.310 14.109  -0.53
103 H -19.055 -22.024 13.225  -0.87
104 H -18.194 -20.948 11.188  -0.19
105 H -17.407 -22.542 11.224  -0.12
106 H -14.660 -20.570 10.182  -0.33
107 H -16.283 -20.113 9.746  -0.28
108 H -15.708 -21.822 9.767  0.10
109 C -13.372 -17.281 17.770  -1.39
110 C -12.764 -18.361 16.901  1.49
111 C -14.024 -19.116 16.330  -0.16
112 C -14.538 -18.585 14.971  1.78
113 C -13.369 -18.292 13.981  -1.79
114 C -12.374 -17.242 14.468  1.62
115 N -11.862 -17.717 15.832  0.81
116 O -10.672 -17.033 16.318  -0.28
117 C -12.943 -15.828 14.557  -1.58
118 C -11.165 -17.279 13.431  -1.61
119 C -11.874 -19.276 17.751  -1.55
120 H -13.954 -17.676 18.603  0.10
121 H -14.067 -16.668 17.197  0.15
122 H -12.550 -16.688 18.171  0.52
123 H -14.861 -19.338 16.992  0.23
124 H -13.606 -20.109 16.171  -0.60
125 H -15.200 -17.720 14.996  -0.47
126 H -15.150 -19.342 14.481  -0.76
127 H -13.660 -18.029 12.964  0.46
128 H -12.841 -19.240 13.879  0.31
129 H -13.048 -15.390 13.565  0.41
130 H -12.135 -15.268 15.027  0.48
131 H -13.875 -15.769 15.119  0.17
132 H -10.500 -16.500 13.802  0.50
133 H -11.499 -17.005 12.430  0.34
134 H -10.703 -18.265 13.388  0.38
135 H -11.049 -18.774 18.256  0.47
136 H -11.432 -20.128 17.236  0.39
137 H -12.474 -19.812 18.487  0.30
138 C -15.691 -20.145 20.908  -1.60
139 C -16.969 -19.676 21.602  2.00
140 C -16.894 -18.158 21.681  -1.62
141 C -17.251 -17.399 20.350  0.61
142 C -18.643 -17.818 19.932  -1.84
143 C -18.832 -19.296 19.632  1.60
144 N -18.287 -20.058 20.845  0.64
145 O -18.509 -21.476 20.752  -0.24
146 C -18.156 -19.689 18.321  0.07
147 C -20.322 -19.607 19.506  -1.81
148 C -17.031 -20.343 22.938  -1.87
149 H -14.765 -20.322 21.456  0.45
150 H -15.371 -19.495 20.093  0.05
151 H -15.961 -21.058 20.378  0.47
152 H -15.929 -17.888 22.111  0.47
153 H -17.618 -17.840 22.430  0.39
154 H -16.582 -17.606 19.514  -0.57
155 H -17.212 -16.320 20.496  0.51
156 H -18.938 -17.329 19.003  0.47
157 H -19.287 -17.656 20.796  0.48
158 H -18.262 -20.730 18.016  -0.31
159 H -17.092 -19.470 18.241  -0.31
160 H -18.588 -19.107 17.508  0.32
161 H -20.645 -19.044 18.630  0.40
162 H -20.973 -19.380 20.350  0.47
163 H -20.486 -20.672 19.347  0.36
164 H -16.276 -19.983 23.636  0.43
165 H -17.145 -21.427 22.946  0.40
166 H -17.941 -19.994 23.427  0.48
167 C -25.068 -21.927 10.997  -1.48
168 C -23.788 -22.279 10.081  0.97
169 C -24.234 -21.835 8.616  -1.08
170 C -24.302 -20.383 8.464  -0.86
171 C -22.944 -19.707 8.817  -1.22
172 C -22.434 -19.995 10.297  1.33
173 N -22.586 -21.505 10.519  0.46
174 O -21.504 -22.238 11.116  0.59
175 C -23.280 -19.197 11.372  -1.44
176 C -20.923 -19.600 10.265  -0.64
177 C -23.464 -23.857 10.003  -1.55
178 H -25.662 -21.014 10.975  0.31
179 H -24.662 -22.186 11.975  0.39
180 H -25.750 -22.773 10.913  0.45
181 H -25.170 -22.349 8.397  0.54
182 H -23.604 -22.248 7.829  0.33
183 H -25.176 -19.986 8.980  0.38
184 H -24.588 -20.110 7.448  0.45
185 H -23.079 -18.626 8.840  0.60
186 H -22.170 -19.963 8.094  0.42
187 H -24.303 -18.956 11.080  0.36
188 H -22.910 -18.188 11.554  0.46
189 H -23.369 -19.766 12.298  0.26
190 H -20.739 -18.608 9.854  0.79
191 H -20.437 -20.364 9.657  -0.34
192 H -20.484 -19.683 11.259  -0.57
193 H -23.167 -24.157 11.008  0.26
194 H -22.570 -24.007 9.398  0.28
195 H -24.328 -24.425 9.659  0.48
196 B -21.334 -20.978 15.015  -1.32
197 F -20.777 -20.565 16.213  -0.04
198 F -21.066 -22.297 14.904  0.32
199 F -22.691 -20.792 15.118  -0.34
200 F -20.828 -20.327 13.848  0.23
201 B -14.996 -22.818 16.533  0.28
202 F -13.646 -22.522 16.592  -0.56
203 F -15.706 -21.776 15.988  -0.11
204 F -15.170 -23.841 15.648  -0.22
205 F -15.609 -23.076 17.715  -0.36
206 B -13.539 -16.620 9.870  0.39
207 F -13.567 -16.496 8.538  -0.33
208 F -14.508 -15.863 10.403  -0.31
209 F -13.686 -17.926 10.207  -0.22
210 F -12.270 -16.248 10.354  -0.46
211 B -16.670 -25.437 12.055  -0.35
212 F -16.413 -26.595 11.317  -0.36
213 F -15.922 -24.466 11.414  0.03
214 F -18.011 -25.095 12.048  -0.02
215 F -16.204 -25.723 13.281  -0.22
216 B -17.516 -16.683 16.052  -0.22
217 F -16.732 -17.334 16.975  0.11
218 F -18.613 -16.146 16.682  -0.37
219 F -16.808 -15.649 15.368  -0.50
220 F -17.825 -17.571 15.117  0.15
221 B -19.718 -22.227 7.750  -0.39
222 F -21.055 -22.352 8.119  -0.03
223 F -19.028 -22.278 8.969  0.03
224 F -19.385 -23.320 6.924  -0.27
225 F -19.433 -20.957 7.211  -0.34